Entry 1:
A single FH6N4P molecule at a distorted geometry, computed with ωB97M-V/def2-TZVPD.

Geometry as ORCA input:
```
! RIJCOSX wB97M-V def2-TZVPD def2/J DEFGRID3
* xyz 0 1
N -2.021 -0.862 0.670
N -1.392 -0.522 -0.439
P -0.112 1.265 -0.135
F 0.183 0.642 1.379
N 1.318 0.942 -0.876
N 2.181 -0.147 -0.507
H -1.700 -1.637 1.295
H -2.374 -0.083 1.328
H -2.126 0.015 -0.993
H 1.771 1.562 -1.502
H 2.388 -0.056 0.478
H 1.884 -1.120 -0.698
*
```

Summary:
- Energy relative to the best compared isomer or geometry (same formula, charge and spin): 112.9 kJ/mol
- HOMO: -7.5 eV
- SMILES: NNP(F)NN
- Kohn-Sham gap: 8.45 eV

Atomic partial charges in e from the Mulliken method, atoms 1 to 8: -0.3838 -0.4926 0.3010 -0.3031 -0.0784 -0.5442 0.2321 0.2131

---

Entry 2:
6 unconnected molecules or ions with the total composition C18H36O6 at a distorted geometry, computed with ωB97M-V/def2-TZVPD.

Geometry as ORCA input:
```
! RIJCOSX wB97M-V def2-TZVPD def2/J DEFGRID3
* xyz 0 1
C -3.283 -0.767 1.977
C -3.748 -2.070 1.407
C -4.944 -2.044 0.493
O -3.132 -3.091 1.603
H -4.144 -0.224 2.361
H -2.717 -0.221 1.222
H -2.606 -1.042 2.785
H -4.466 -1.745 -0.457
H -5.625 -1.246 0.770
H -5.326 -3.023 0.220
C -3.527 2.556 -0.936
C -3.457 2.731 0.558
C -4.535 3.559 1.208
O -2.586 2.223 1.214
H -4.222 1.832 -1.353
H -2.528 2.193 -1.188
H -3.652 3.554 -1.360
H -4.485 4.605 0.907
H -4.487 3.493 2.295
H -5.524 3.168 0.953
C -2.559 1.811 -4.098
C -1.951 3.134 -4.529
C -1.311 3.983 -3.468
O -1.842 3.466 -5.682
H -3.635 1.872 -3.959
H -2.078 1.435 -3.195
H -2.238 1.088 -4.851
H -0.693 3.463 -2.736
H -2.002 4.635 -2.923
H -0.670 4.725 -3.952
C 5.819 -2.541 -0.501
C 4.392 -2.134 -0.741
C 4.053 -1.463 -2.040
O 3.531 -2.365 0.075
H 5.980 -3.110 0.412
H 6.356 -1.597 -0.319
H 6.353 -2.978 -1.344
H 3.463 -2.174 -2.620
H 4.925 -1.057 -2.549
H 3.381 -0.617 -1.872
C 1.064 0.430 0.519
C 0.009 -0.267 -0.289
C -0.119 -1.761 -0.042
O -0.737 0.271 -1.062
H 1.775 -0.315 0.861
H 0.689 1.049 1.335
H 1.551 1.159 -0.138
H -0.703 -2.135 -0.881
H -0.594 -1.928 0.926
H 0.846 -2.270 -0.045
C 4.510 -0.555 3.163
C 5.209 -1.835 3.483
C 4.357 -3.026 3.919
O 6.346 -2.058 3.132
H 5.259 0.098 2.712
H 4.086 -0.098 4.056
H 3.766 -0.789 2.399
H 4.947 -3.619 4.618
H 4.013 -3.660 3.104
H 3.446 -2.714 4.440
*
```

Summary:
- Energy relative to the best compared isomer or geometry (same formula, charge and spin): 52.2 kJ/mol
- HOMO: -9.5 eV
- SMILES: CC(C)=O.CC(C)=O.CC(C)=O.CC(C)=O.CC(C)=O.CC(C)=O
- Kohn-Sham gap: 9.97 eV

Atomic partial charges in e from the Mulliken method, atoms 1 to 8: -0.7688 0.9102 -1.1149 -0.5778 0.5023 -0.1543 0.2893 0.2252

---

Entry 3:
15 unconnected molecules or ions with the total composition C63H81N9O6 at a distorted geometry, computed with ωB97M-V/def2-TZVPD.

Geometry as ORCA input:
```
! RIJCOSX wB97M-V def2-TZVPD def2/J DEFGRID3
* xyz 0 1
N 24.356 17.322 12.032
C 24.933 16.171 11.570
C 25.365 15.983 10.255
C 25.324 17.066 9.380
C 24.742 18.271 9.810
C 24.334 18.335 11.143
H 24.911 15.383 12.308
H 25.692 15.010 9.920
H 25.742 17.076 8.384
H 24.687 19.125 9.153
H 24.023 19.319 11.464
N 24.945 13.090 15.886
C 24.424 14.306 16.213
C 24.592 14.918 17.457
C 25.327 14.251 18.414
C 25.910 13.041 18.160
C 25.640 12.488 16.924
H 23.883 14.891 15.484
H 24.169 15.874 17.729
H 25.390 14.650 19.415
H 26.577 12.619 18.897
H 25.977 11.480 16.730
N 25.350 10.192 11.414
C 25.770 8.953 11.548
C 25.958 8.246 12.729
C 25.556 8.956 13.896
C 25.164 10.326 13.847
C 25.098 10.920 12.550
H 26.111 8.499 10.629
H 26.389 7.262 12.837
H 25.685 8.541 14.885
H 25.003 10.885 14.757
H 24.849 11.961 12.412
N 20.487 17.465 10.152
C 21.092 16.387 9.592
C 20.953 16.025 8.269
C 20.097 16.787 7.437
C 19.423 17.841 8.004
C 19.657 18.167 9.358
H 21.845 15.911 10.202
H 21.452 15.187 7.807
H 20.004 16.474 6.408
H 18.733 18.446 7.434
H 19.082 18.914 9.885
N 22.293 14.421 12.925
C 22.391 13.145 13.408
C 21.290 12.409 13.778
C 19.994 12.949 13.597
C 19.862 14.246 13.144
C 21.024 14.944 12.770
H 23.417 12.832 13.538
H 21.352 11.454 14.279
H 19.184 12.315 13.926
H 18.918 14.767 13.074
H 20.978 15.942 12.361
N 18.729 19.104 12.879
C 18.097 20.050 13.660
C 16.855 19.827 14.248
C 16.212 18.607 14.010
C 16.883 17.666 13.214
C 18.158 17.895 12.744
H 18.560 21.025 13.634
H 16.382 20.553 14.893
H 15.216 18.477 14.408
H 16.425 16.731 12.929
H 18.659 17.196 12.090
N 14.005 12.386 14.968
C 14.611 12.568 16.157
C 15.878 13.041 16.345
C 16.647 13.409 15.176
C 16.072 13.188 13.920
C 14.771 12.648 13.858
H 13.987 12.377 17.018
H 16.285 13.214 17.330
H 17.615 13.869 15.310
H 16.677 13.351 13.040
H 14.268 12.415 12.932
N 23.978 9.328 17.095
C 24.668 9.513 18.217
C 24.216 10.362 19.233
C 22.980 11.047 19.078
C 22.337 10.872 17.894
C 22.812 9.997 16.949
H 25.530 8.866 18.287
H 24.835 10.536 20.101
H 22.616 11.717 19.843
H 21.396 11.378 17.737
H 22.238 9.720 16.077
N 19.412 14.526 19.710
C 19.323 13.826 18.509
C 20.174 14.146 17.415
C 21.100 15.171 17.497
C 21.211 15.820 18.720
C 20.371 15.485 19.777
H 18.669 12.967 18.534
H 20.110 13.623 16.472
H 21.583 15.572 16.619
H 21.929 16.620 18.822
H 20.529 15.917 20.755
C 18.687 13.578 9.464
C 17.477 14.430 9.817
O 17.293 14.730 10.982
C 16.588 14.865 8.732
H 19.408 14.088 8.825
H 18.295 12.755 8.868
H 19.274 13.341 10.351
H 16.297 14.048 8.072
H 16.906 15.708 8.120
H 15.664 15.260 9.156
C 24.535 18.493 15.069
C 23.158 18.328 15.600
O 22.817 18.532 16.759
C 22.180 17.727 14.619
H 25.255 18.785 15.834
H 24.489 19.280 14.317
H 24.849 17.613 14.508
H 21.160 17.544 14.955
H 22.527 16.715 14.413
H 22.150 18.261 13.669
C 21.003 6.536 13.595
C 21.340 6.971 12.152
O 20.932 6.341 11.170
C 22.277 8.165 12.091
H 20.102 5.923 13.577
H 20.840 7.405 14.234
H 21.845 5.996 14.027
H 22.023 8.967 12.784
H 22.145 8.606 11.103
H 23.316 7.864 12.232
C 18.496 8.818 10.312
C 18.243 9.601 11.593
O 19.158 10.084 12.249
C 16.787 9.957 11.891
H 19.485 8.388 10.467
H 18.378 9.381 9.386
H 17.797 7.982 10.351
H 16.344 9.146 12.470
H 16.199 9.944 10.973
H 16.612 10.942 12.325
C 21.949 10.629 9.557
C 22.209 12.067 9.155
O 21.628 12.487 8.187
C 23.165 12.915 9.894
H 22.885 10.072 9.572
H 21.389 10.180 8.737
H 21.343 10.525 10.457
H 23.745 12.296 10.579
H 22.671 13.726 10.428
H 23.884 13.420 9.250
C 19.091 8.783 16.664
C 18.297 9.933 16.222
O 18.730 11.072 16.348
C 16.923 9.662 15.567
H 18.430 8.368 17.425
H 19.941 9.063 17.287
H 19.346 8.023 15.925
H 16.307 10.551 15.702
H 16.461 8.845 16.122
H 17.132 9.357 14.541
*
```

Summary:
- HOMO: -9.2 eV
- Kohn-Sham gap: 9.66 eV

Atomic partial charges in e from the Mulliken method, atoms 1 to 8: 0.1160 -0.1247 -0.7561 -0.4455 -0.7322 -0.1628 0.3338 0.5487

---

Entry 4:
2 unconnected molecules or ions with the total composition C29H28O4 at a distorted geometry, computed with ωB97M-V/def2-TZVPD.

Geometry as ORCA input:
```
! RIJCOSX wB97M-V def2-TZVPD def2/J DEFGRID3
* xyz 0 1
C 3.839 -0.382 2.909
C 2.970 0.825 2.708
O 1.636 0.342 2.424
C 0.762 1.339 2.108
C -0.616 0.823 2.130
C -1.686 1.769 2.278
O -1.550 2.984 2.155
C -3.103 1.176 2.537
C -3.147 -0.266 3.030
C -2.208 -1.160 2.214
C -0.765 -0.629 2.262
O 1.117 2.465 1.819
H 4.868 -0.052 3.083
H 3.499 -0.962 3.771
H 3.830 -1.033 2.029
H 2.910 1.445 3.617
H 3.293 1.430 1.853
H -3.632 1.840 3.236
H -3.634 1.241 1.570
H -2.900 -0.329 4.098
H -4.178 -0.623 2.925
H -2.217 -2.188 2.602
H -2.543 -1.206 1.166
H -0.167 -1.120 1.471
H -0.322 -0.919 3.238
C 2.029 -5.504 -3.038
O 2.468 -4.625 -1.971
C 1.749 -3.491 -1.743
C 2.219 -2.582 -0.756
C 1.565 -1.386 -0.557
C 0.402 -1.045 -1.295
C -0.158 0.269 -1.181
C -1.527 0.621 -1.478
C -1.596 2.051 -1.598
C -2.768 2.682 -1.988
C -3.884 1.890 -2.304
C -3.845 0.498 -2.141
C -2.676 -0.143 -1.709
C -0.263 2.594 -1.358
C 0.622 1.487 -1.097
C 1.993 1.712 -0.999
C 2.483 3.012 -1.141
C 1.610 4.094 -1.343
C 0.223 3.889 -1.425
C -0.102 -1.988 -2.226
C 0.564 -3.180 -2.460
H 2.789 -6.277 -3.096
H 1.057 -5.956 -2.808
H 1.957 -4.975 -3.997
H 3.102 -2.836 -0.161
H 1.929 -0.689 0.198
H -2.774 3.769 -2.068
H -4.788 2.358 -2.690
H -4.735 -0.105 -2.344
H -2.646 -1.211 -1.528
H 2.684 0.888 -0.840
H 3.558 3.188 -1.068
H 2.008 5.104 -1.432
H -0.499 4.699 -1.556
H -0.990 -1.760 -2.808
H 0.183 -3.861 -3.226
*
```

Summary:
- Energy relative to the best compared isomer or geometry (same formula, charge and spin): 0.0 kJ/mol
- HOMO: -6.4 eV
- Kohn-Sham gap: 3.99 eV

Atomic partial charges in e from the Mulliken method, atoms 1 to 8: -1.0686 -0.2172 -0.2009 -0.4899 1.1309 0.5800 -0.6730 -0.5997

---

Entry 5:
A molecular structure, C31H41N4OPdS2Te at a distorted geometry, computed with ωB97M-V/def2-TZVPD.

Geometry as ORCA input:
```
! RIJCOSX wB97M-V def2-TZVPD def2/J DEFGRID3
* xyz 0 2
Pd -0.087 -0.144 0.475
S -1.063 1.787 -0.486
C -1.863 0.314 -0.909
N -1.469 -0.532 -1.844
C -2.425 -1.497 -2.106
C -2.265 -2.560 -2.999
C -3.298 -3.463 -3.167
C -4.497 -3.325 -2.458
C -4.667 -2.289 -1.557
C -3.623 -1.384 -1.383
S -3.518 -0.018 -0.328
H -1.332 -2.669 -3.539
H -3.175 -4.297 -3.848
H -5.298 -4.037 -2.612
H -5.589 -2.183 -0.997
N 2.023 -1.162 -1.541
C 3.307 -1.817 -1.302
C 4.169 -0.953 -0.395
C 3.535 -0.718 0.991
C 3.206 0.735 1.311
N 1.968 1.228 0.667
H 1.382 -1.755 -2.043
H 2.137 -0.337 -2.114
H 3.852 -2.036 -2.226
H 3.115 -2.768 -0.800
H 4.367 0.002 -0.898
H 5.132 -1.453 -0.279
H 4.208 -1.091 1.768
H 2.604 -1.285 1.055
H 4.068 1.355 1.044
H 3.053 0.832 2.388
H 2.090 1.329 -0.329
H 1.726 2.135 1.035
C -1.141 -3.609 0.418
C -0.512 -3.085 1.691
O -0.466 -3.805 2.709
N -0.013 -1.845 1.592
Te 0.941 -1.516 3.599
C 2.089 -0.342 5.097
C 1.682 0.888 5.614
C 0.447 1.609 5.139
C 2.461 1.478 6.609
C 3.634 0.894 7.059
C 4.474 1.544 8.129
C 4.038 -0.311 6.487
C 3.294 -0.942 5.500
C 3.821 -2.233 4.906
C -0.868 -1.521 4.708
C -1.982 -0.741 4.394
C -2.035 0.344 3.354
C -3.157 -0.954 5.119
C -3.248 -1.901 6.122
C -4.539 -2.140 6.863
C -2.114 -2.648 6.427
C -0.926 -2.481 5.736
C 0.260 -3.350 6.083
H -0.684 -4.576 0.204
H -0.980 -2.932 -0.414
H -2.210 -3.755 0.574
H 0.237 1.366 4.102
H 0.575 2.689 5.219
H -0.425 1.327 5.734
H 2.142 2.428 7.027
H 4.057 2.503 8.433
H 5.493 1.710 7.772
H 4.537 0.902 9.011
H 4.965 -0.769 6.819
H 4.690 -2.581 5.462
H 4.123 -2.087 3.866
H 3.069 -3.021 4.918
H -1.146 0.399 2.750
H -2.172 1.318 3.832
H -2.882 0.191 2.691
H -4.028 -0.352 4.875
H -5.325 -1.467 6.522
H -4.404 -1.998 7.937
H -4.877 -3.168 6.710
H -2.163 -3.393 7.216
H 0.015 -4.030 6.898
H 1.115 -2.741 6.391
H 0.543 -3.946 5.211
*
```

Summary:
- Energy relative to the best compared isomer or geometry (same formula, charge and spin): 253.1 kJ/mol
- HOMO (alpha / beta): -6.5 / -7.1 eV
- Expectation value of S²: 0.983
- Kohn-Sham gap (alpha / beta): 4.56 / 5.24 eV

Atomic partial charges in e from the Mulliken method, atoms 1 to 8: 0.1710 -0.4158 0.4607 -0.4298 -0.8126 -0.1301 -0.6374 -0.4216

---

Entry 6:
2 unconnected molecules or ions with the total composition C3H6N2O2 at a distorted geometry, computed with ωB97M-V/def2-TZVPD.

Geometry as ORCA input:
```
! RIJCOSX wB97M-V def2-TZVPD def2/J DEFGRID3
* xyz 0 1
C -1.550 -1.695 0.996
C -0.236 0.806 -0.467
C 1.359 -0.408 0.048
N -0.061 -0.555 -0.391
N 0.955 1.142 0.273
O -1.508 -2.678 0.387
O -1.884 -0.752 1.590
H -0.160 1.206 -1.538
H -1.148 1.167 -0.090
H 1.961 -0.084 -0.823
H -0.262 -1.237 -1.078
H 1.651 1.763 -0.249
H 0.883 1.323 1.343
*
```

Summary:
- Energy relative to the best compared isomer or geometry (same formula, charge and spin): 525.7 kJ/mol
- HOMO: -6.9 eV
- Kohn-Sham gap: 7.34 eV

Atomic partial charges in e from the Mulliken method, atoms 1 to 8: 0.8182 -0.4147 -0.7418 -0.1964 -0.2911 -0.4228 -0.4403 0.2531

---

Entry 7:
A single C6H12 molecule at a distorted geometry, computed with ωB97M-V/def2-TZVPD.

Geometry as ORCA input:
```
! RIJCOSX wB97M-V def2-TZVPD def2/J DEFGRID3
* xyz 0 1
C -1.233 -2.093 0.426
C -0.713 -0.847 0.611
C -1.536 0.320 0.762
C 0.875 -0.631 0.481
C 1.288 0.754 -0.031
C 0.924 1.192 -1.511
H -2.330 -2.209 0.689
H -0.617 -2.906 0.140
H -1.679 0.946 -0.276
H -0.921 1.105 1.332
H -2.452 -0.021 1.169
H 1.166 -0.767 1.541
H 1.114 -1.342 -0.324
H 1.086 1.577 0.761
H 2.411 0.728 -0.096
H 0.912 0.387 -2.267
H 0.036 1.875 -1.585
H 1.669 1.931 -1.822
*
```

Summary:
- Energy relative to the best compared isomer or geometry (same formula, charge and spin): 216.2 kJ/mol
- HOMO: -8.9 eV
- SMILES: C=C(C)CCC
- Kohn-Sham gap: 9.92 eV

Atomic partial charges in e from the Mulliken method, atoms 1 to 8: -1.0657 0.8522 -1.0820 -0.6392 -0.4519 -1.0727 0.2209 0.3243

---

Entry 8:
2 unconnected molecules or ions with the total composition C6H17NO3P2 at a distorted geometry, computed with ωB97M-V/def2-TZVPD.

Geometry as ORCA input:
```
! RIJCOSX wB97M-V def2-TZVPD def2/J DEFGRID3
* xyz 0 1
C -1.359 -1.053 1.784
C -1.108 3.169 0.833
C 1.147 -1.433 -0.267
C -0.361 -1.527 -0.618
C 1.877 -0.908 -1.474
C -1.408 -0.865 0.244
N 3.292 -0.517 -1.190
O -0.420 2.023 -1.638
O 1.294 1.832 0.235
O -2.435 0.360 -1.802
P -2.950 -0.341 -0.466
P -0.226 1.622 -0.193
H -1.938 -1.960 2.076
H -1.987 -0.282 2.157
H -0.292 -1.107 2.057
H -0.305 3.781 1.142
H -1.881 3.598 0.140
H -1.683 2.761 1.596
H 1.463 -2.475 -0.253
H 1.330 -0.825 0.667
H -0.681 -1.357 -1.694
H -0.460 -2.617 -0.405
H 1.819 -1.743 -2.150
H 1.264 -0.041 -1.932
H 3.971 -1.280 -1.246
H 2.010 1.416 -0.231
H 3.668 0.403 -1.622
H -1.645 1.072 -1.538
H -2.979 0.897 0.408
*
```

Summary:
- Energy relative to the best compared isomer or geometry (same formula, charge and spin): 271.3 kJ/mol
- HOMO (alpha / beta): -7.7 / -7.7 eV
- Kohn-Sham gap (alpha / beta): 6.89 / 6.89 eV

Atomic partial charges in e from the Mulliken method, atoms 1 to 8: -1.3556 -1.1985 -0.2993 -0.5678 -1.1315 0.3704 -0.5116 -0.6972

---

Energy (eV)
-18061.783, -31533.847, -92337.547, -38715.127, -73261.867, -10279.349, -6414.700, -32705.649